This record from the Open Molecules 2025 dataset describes a cluster of 2 separate species, C4H10N3 in total at a distorted geometry. The level of theory is ωB97M-V with the def2-TZVPD basis set.

Structure (XYZ):
```
17
Properties=species:S:1:pos:R:3:forces:R:3
C -0.8251 0.8824 1.0838 0.3 -1.9 0.6
C 0.2660 -1.4690 -1.5676 -0.9 -0.2 3.4
C 0.4437 2.1460 -0.6215 2.6 1.2 -4.0
C 1.3961 -1.7027 -0.9026 -0.6 0.9 -2.8
N -1.1778 -0.9061 2.6379 1.5 -3.2 -0.7
N -1.0872 0.1608 1.9844 -0.2 3.9 -2.1
N -0.6657 1.4356 -0.0805 -0.6 0.3 2.2
H -0.6762 -1.4072 -0.9493 0.8 -0.2 -0.9
H -1.7041 -1.0776 3.4499 -0.8 0.8 1.1
H 0.1295 -1.3179 -2.5900 0.2 0.1 -1.5
H 1.4689 2.0401 -0.1730 -1.5 0.1 0.4
H 0.2505 3.2554 -0.9736 0.1 -2.2 1.4
H 0.5999 1.6014 -1.6332 -0.1 0.9 1.4
H 2.3415 -1.6829 -1.3719 0.9 -0.2 -0.9
H 1.5187 -1.8232 0.1030 -0.4 -0.4 2.7
H -0.7739 -1.7296 2.1920 -0.3 0.2 0.2
H -1.5047 1.5944 -0.5878 -0.9 -0.2 -0.6
```
Positions in Å, forces in eV/Å.

Calculated values
* max |F|: 4.9 eV/A
* relative energy (zero: lowest compared OMol25 entry of this formula, charge and spin): 5.019 eV
* charge: +1
* gap between HOMO and LUMO: 10.27 eV
* HOMO energy: -13.63 eV
* LUMO energy: -3.360 eV